The following is a quantum chemistry calculation of 15 unconnected molecules or ions with the total composition C45H57F6N9O18 at a distorted geometry, from OMol25.

The HOMO energy is -9.03 eV. For the calculated total energy, the calculation gives -114131.310 eV. The strongest force on any atom comes out at 4.2 eV/A.

Geometry as ORCA input:
```
! RIJCOSX wB97M-V def2-TZVPD def2/J DEFGRID3
* xyz 0 1
C -2.37677 -1.47364 -3.30261
N -2.43695 -1.09945 -4.78155
O -1.56664 -1.70776 -5.43389
O -3.25663 -0.31848 -5.20294
H -1.81811 -0.82147 -2.63128
H -2.00260 -2.49136 -3.19153
H -3.38760 -1.62513 -2.92396
C 0.45252 -0.27874 0.28576
N -0.12661 -0.91675 1.47134
O -1.17567 -0.46224 1.81644
O 0.48754 -1.84617 1.98885
H -0.20919 -0.30822 -0.57990
H 1.35834 -0.75685 -0.08705
H 0.73067 0.70314 0.66870
C -4.51081 -0.78049 2.00631
N -4.73152 -1.98902 2.92374
O -5.84190 -2.16478 3.32400
O -3.73835 -2.59502 3.37489
H -4.58815 -1.20643 1.00596
H -3.51728 -0.39937 2.24239
H -5.27287 -0.00752 2.10569
C -1.36772 -1.33554 5.44653
N -0.94019 -2.64885 5.82994
O 0.18101 -2.89981 6.21577
O -1.84874 -3.47941 5.61953
H -1.19855 -1.05961 4.40570
H -0.84023 -0.63369 6.09248
H -2.41914 -1.27576 5.72769
C 5.67780 0.93746 1.30058
N 4.59566 0.27008 0.59754
O 3.58602 0.89617 0.43314
O 4.77843 -0.92201 0.39216
H 6.54779 0.88569 0.64596
H 6.01170 0.44044 2.21140
H 5.32752 1.93926 1.54919
C 2.67224 -1.24502 4.61772
N 2.54092 0.15232 5.15984
O 2.59283 1.09104 4.37531
O 2.54718 0.37493 6.31004
H 3.51685 -1.40841 3.94837
H 1.74752 -1.36314 4.05290
H 2.78012 -2.00731 5.38933
C -1.18207 4.23547 -4.14253
N -1.50221 3.08923 -3.16580
O -1.60929 1.94445 -3.66469
O -1.77796 3.42465 -2.02976
H -0.95151 5.06963 -3.47986
H -2.08451 4.48296 -4.70149
H -0.37100 3.95997 -4.81659
C 1.67575 -1.04493 -4.79645
N 1.09549 -0.73759 -3.46510
O 0.71448 0.40051 -3.32485
O 1.06587 -1.59977 -2.56247
H 2.53944 -1.67339 -4.57924
H 2.02200 -0.20813 -5.40306
H 0.91685 -1.61748 -5.32969
C -1.69665 3.91556 1.35864
N -0.29915 3.45014 1.62188
O 0.43620 3.28418 0.64348
O -0.05168 3.05068 2.73778
H -1.75803 4.97402 1.61162
H -2.36383 3.27704 1.93766
H -1.85232 3.85018 0.28180
F -7.22549 3.06779 -4.42519
C -6.77471 2.50086 -3.30599
C -5.46479 2.32998 -3.06813
C -5.08543 1.58886 -1.94539
C -6.00855 1.10647 -1.03565
C -7.33610 1.25947 -1.29334
C -7.72745 2.09945 -2.40002
H -4.63738 2.71459 -3.64595
H -4.03734 1.44370 -1.72895
H -5.74381 0.70566 -0.06836
H -7.96855 0.79851 -0.54908
H -8.79139 2.07704 -2.58421
F -3.40075 1.77458 3.87724
C -4.51338 2.15972 4.51855
C -4.92813 3.46088 4.35037
C -6.04580 3.93281 4.99188
C -6.65175 3.11046 5.92122
C -6.20824 1.83723 6.18230
C -5.14768 1.27430 5.43095
H -4.49502 4.11527 3.60836
H -6.36764 4.92763 4.72141
H -7.51035 3.47407 6.46619
H -6.73211 1.25704 6.92752
H -4.92542 0.23429 5.61904
F 2.36621 -7.85875 -2.16724
C 2.76401 -6.80930 -1.47070
C 2.11361 -5.55949 -1.60030
C 2.56042 -4.43777 -0.88102
C 3.77918 -4.52018 -0.19465
C 4.40975 -5.77589 -0.12505
C 3.89791 -6.88098 -0.79202
H 1.14727 -5.58051 -2.08212
H 2.03142 -3.50324 -0.99595
H 4.21630 -3.70025 0.35583
H 5.26152 -5.87995 0.53074
H 4.46006 -7.79547 -0.67327
F -3.88888 -2.82750 -0.63879
C -2.80406 -3.68756 -0.53980
C -2.61729 -4.76694 -1.45776
C -1.57452 -5.66561 -1.23000
C -0.66151 -5.42495 -0.20417
C -0.75196 -4.33727 0.62707
C -1.87534 -3.48034 0.48317
H -3.44530 -4.83502 -2.14781
H -1.70335 -6.52436 -1.87214
H 0.02242 -6.22626 0.03363
H 0.00663 -4.25300 1.39116
H -1.94210 -2.69854 1.22527
F 5.57279 2.06806 -3.91768
C 6.32510 1.11304 -3.42977
C 5.85827 0.20765 -2.52449
C 6.65364 -0.81549 -2.05330
C 8.00355 -0.85292 -2.21252
C 8.58727 0.19734 -2.95261
C 7.72282 1.12115 -3.66235
H 4.78599 0.31746 -2.45708
H 6.11348 -1.52078 -1.43913
H 8.61067 -1.57098 -1.68130
H 9.65151 0.38019 -2.97148
H 8.11677 1.94425 -4.24003
F 1.62601 4.44260 -2.92828
C 2.84311 4.66857 -2.22041
C 4.05497 4.64721 -2.91982
C 5.28158 4.65153 -2.20940
C 5.20969 5.00532 -0.88894
C 3.99867 5.07497 -0.15453
C 2.77923 4.86896 -0.84966
H 4.07847 4.42287 -3.97600
H 6.21445 4.50075 -2.73229
H 6.20299 5.01968 -0.46522
H 3.87762 5.23556 0.90658
H 1.85984 4.96051 -0.29044
*
```

***

The following is a quantum chemistry calculation of a molecular structure, C34H26F3IN2O5PPt at a distorted geometry, from OMol25.

The HOMO energy is -4.14 eV. For the calculated total energy, the calculation gives -77687.249 eV. The energy above the lowest of the compared OMol25 structures with the same formula, charge and spin comes out at 187.7 kJ/mol. The strongest force on any atom comes out at 1.1 eV/A.

Geometry as ORCA input:
```
! RIJCOSX wB97M-V def2-TZVPD def2/J DEFGRID3
* xyz -1 1
Pt -1.10288 1.98417 -0.71173
I -4.27400 2.93087 1.01024
C -3.05145 2.51628 -0.73782
H -3.09946 3.44478 -1.30455
H -3.62987 1.73617 -1.22821
O -2.45303 -0.20751 0.75664
P -1.87604 -1.24298 1.63541
C -3.00758 -2.63092 1.92445
C -4.13191 -2.71469 1.11098
C -5.06547 -3.72240 1.31664
C -4.87863 -4.64437 2.33559
C -3.75844 -4.56236 3.15459
C -2.82765 -3.55500 2.95220
C -1.45974 -0.65129 3.28325
C -0.24663 -0.91316 3.90870
C 0.00544 -0.40005 5.17530
C -0.95233 0.37584 5.80913
C -2.16770 0.63614 5.18657
C -2.42464 0.12334 3.92769
C -0.35263 -1.92059 0.92724
C 0.49093 -0.97672 0.33463
C 1.66226 -1.38183 -0.28610
C 1.99371 -2.73120 -0.32634
C 1.15860 -3.67338 0.25923
C -0.01376 -3.26963 0.88809
H -4.26734 -1.97108 0.33447
H -5.94358 -3.78132 0.68601
H -5.61367 -5.42191 2.50334
H -3.61760 -5.27660 3.95609
H -1.96502 -3.47417 3.60455
H 0.50695 -1.50539 3.40359
H 0.95616 -0.59044 5.65698
H -0.74496 0.79603 6.78554
H -2.90483 1.26148 5.67349
H -3.35287 0.35366 3.41688
H 0.22020 0.07522 0.35225
H 2.30448 -0.63787 -0.74158
H 2.90297 -3.05020 -0.82196
H 1.41937 -4.72437 0.22752
H -0.66860 -4.00788 1.33570
F -0.98425 4.29105 1.01149
C -0.68201 2.96161 0.98569
F -1.23594 2.45699 2.13241
F 0.67446 2.92421 1.25926
O 1.14612 2.02324 -1.29992
C 1.20690 3.23143 -1.72656
O 0.26633 3.98392 -1.97246
C 2.59476 3.79266 -1.93475
C 3.39693 3.36784 -2.98825
C 4.58176 4.02215 -3.28378
C 4.95471 5.09654 -2.49972
C 4.20492 5.50867 -1.41008
C 3.01822 4.85498 -1.13641
N 6.17015 5.85258 -2.86003
O 6.47129 6.80849 -2.17498
O 6.80591 5.48468 -3.82825
H 3.07674 2.53317 -3.59890
H 5.20412 3.72762 -4.11590
H 4.54276 6.34476 -0.81584
H 2.39235 5.17200 -0.31248
N -1.29188 0.74735 -2.43455
C -0.71404 -0.15321 -2.84709
C 0.05699 -1.27095 -3.33411
C 1.29834 -1.03877 -3.91432
C 2.06547 -2.11808 -4.32330
C 1.59107 -3.41255 -4.15367
C 0.34818 -3.63575 -3.57516
C -0.42576 -2.56343 -3.16229
H 1.65551 -0.02284 -4.01650
H 3.03954 -1.94898 -4.76245
H 2.20027 -4.25310 -4.46115
H -0.01148 -4.64552 -3.42971
H -1.38720 -2.71743 -2.69093
*
```

***

no.,Kohn-Sham gap (eV)
1,8.85
2,6.08